(1)
Molecular formula: C26H35F3LuN6O2
Method: DFT, ωB97M-V/def2-TZVPD

```
73
C26H35F3LuN6O2 | the Open Molecules 2025 dataset | ωB97M-V/def2-TZVPD
Lu -0.6369 0.1136 0.9868
C 0.5094 3.5626 0.9170
C 1.3284 3.0070 -0.2482
C 0.4161 2.5067 -1.3617
N -0.0042 1.1160 -1.1578
C 0.5170 0.2173 -1.9643
C 1.6823 0.4337 -2.7625
C 2.1844 -0.2139 -3.8623
C 1.6784 -1.2941 -4.5912
C 0.5960 -2.0455 -4.2072
C -0.1665 -1.9832 -3.0373
C -0.1035 -1.1368 -1.8981
N -0.7003 -1.4276 -0.7643
C -1.0953 -2.8067 -0.5229
C -0.9697 -3.1432 0.9529
C 0.4399 -2.9333 1.4950
N 0.7792 -1.5233 1.6502
C 1.9271 -1.2008 2.2264
C 2.8464 -2.1894 2.6600
C 4.1249 -2.1095 3.1659
C 4.9222 -1.0021 3.4314
C 4.5135 0.3058 3.3098
C 3.2828 0.8334 2.9384
C 2.0830 0.2480 2.5118
N 0.9662 0.9629 2.3158
C 0.8456 2.2405 3.0288
C 1.2236 3.5062 2.2603
H -0.4436 3.0178 1.0051
H 0.2049 4.5827 0.6685
H 1.9725 2.1889 0.0881
H 1.9938 3.7877 -0.6252
H 0.8566 2.6370 -2.3512
H -0.4906 3.1261 -1.3592
H 2.2830 1.2688 -2.4261
H 3.1092 0.2113 -4.2377
H 2.1955 -1.5756 -5.4978
H 0.3149 -2.8541 -4.8759
H -0.8869 -2.7889 -2.9426
H -0.4560 -3.4916 -1.0912
H -2.1273 -2.9879 -0.8625
H -1.2419 -4.1924 1.0894
H -1.6870 -2.5802 1.5571
H 1.1616 -3.4489 0.8448
H 0.4955 -3.4313 2.4703
H 2.4961 -3.2044 2.5474
H 4.5791 -3.0728 3.3735
H 5.9290 -1.1878 3.7802
H 5.2529 1.0582 3.5639
H 3.2499 1.9130 2.9893
H 1.3980 2.1838 3.9718
H -0.2096 2.3423 3.3017
H 2.3030 3.5878 2.1075
H 0.9389 4.3579 2.8813
F -4.9029 1.3049 2.5550
C -4.2401 0.1536 2.6567
F -4.5431 -0.4170 3.8161
F -4.6750 -0.6567 1.6591
C -2.7223 0.3362 2.4759
O -2.2924 1.3948 1.9658
O -1.9786 -0.6336 2.7345
N -3.0671 -0.4778 -4.2303
C -3.4631 0.6155 -3.2493
C -3.1100 0.0498 -1.8713
N -3.0049 0.9463 -0.7540
H -3.1622 -0.1963 -5.2066
H -3.6321 -1.3171 -4.0867
H -2.0820 -0.7562 -4.0492
H -4.5069 0.8637 -3.4304
H -2.8333 1.4678 -3.5037
H -2.1277 -0.3832 -2.0036
H -3.7774 -0.7786 -1.6151
H -3.8792 1.2709 -0.3641
H -2.3816 1.7213 -0.9417
```

Summary:
E_HOMO: -9.29 eV
Total charge: +1
E: -82335.8787 eV
Gap between HOMO and LUMO: 6.138 eV



(2)
Molecular formula: C31H28N6O5PSTl
Method: DFT, ωB97M-V/def2-TZVPD

```
73
C31H28N6O5PSTl | the Open Molecules 2025 dataset | ωB97M-V/def2-TZVPD
Tl 1.9853 -0.5008 0.1250
C 2.7299 4.7565 -0.2522
C 3.0392 3.3445 0.1743
N 2.2088 2.6167 0.8248
N 1.0304 3.1703 1.1399
C -0.0870 2.4314 1.6860
N -0.9465 3.4539 2.2593
S 0.3111 1.0399 2.7989
C 4.2980 2.7268 -0.2847
C 4.8593 3.1267 -1.5036
C 5.9806 2.4766 -1.9763
C 6.5439 1.4619 -1.2148
C 5.9425 1.1568 -0.0058
N 4.8517 1.7608 0.4535
H 2.1668 5.2667 0.5333
H 2.1316 4.7452 -1.1698
H 3.6499 5.3144 -0.4272
H 0.7038 3.9060 0.5242
H -1.6320 2.9904 2.8428
H -0.3615 4.0081 2.8757
H 4.3801 3.8970 -2.0923
H 6.4088 2.7493 -2.9337
H 7.4120 0.9135 -1.5569
H 6.3561 0.3865 0.6388
O -0.2527 0.8073 -0.1376
C -0.7578 1.3682 0.8591
C -2.2070 0.9998 1.1052
C -3.2133 1.9663 1.1010
C -4.5513 1.5952 1.1023
C -4.8929 0.2530 1.0813
C -3.8943 -0.7106 1.0845
C -2.5466 -0.3668 1.1136
P -1.1611 -1.6521 1.1048
C -1.8873 -2.5093 -0.3606
C -1.7156 -1.8722 -1.5922
C -2.2163 -2.4350 -2.7549
C -2.8845 -3.6532 -2.7128
C -3.0440 -4.3004 -1.4967
C -2.5501 -3.7317 -0.3284
C -1.7622 -2.6527 2.5479
C -1.2674 -3.9430 2.7687
C -1.5669 -4.6399 3.9320
C -2.3712 -4.0724 4.9110
C -2.8567 -2.7877 4.7158
C -2.5387 -2.0821 3.5628
H -2.9449 3.0132 1.0669
H -5.3245 2.3556 1.0892
H -5.9352 -0.0467 1.0499
H -4.1669 -1.7602 1.0531
H -1.1805 -0.9287 -1.6178
H -2.0803 -1.9274 -3.7034
H -3.2682 -4.0992 -3.6236
H -3.5522 -5.2579 -1.4578
H -2.6754 -4.2542 0.6118
H -0.6209 -4.4082 2.0335
H -1.1554 -5.6333 4.0735
H -2.6098 -4.6179 5.8178
H -3.4785 -2.3212 5.4726
H -2.8971 -1.0669 3.4626
O 1.1637 -5.1840 0.8058
N 1.5216 -4.1276 0.2775
O 0.7211 -3.1588 0.4016
O 1.4635 3.3289 -2.7478
C 1.4693 2.1353 -3.0499
C 0.9179 1.6502 -4.4103
C 1.2149 0.1585 -4.3977
C 1.8727 -0.0462 -3.0224
O 2.2974 -1.1361 -2.6430
N 1.9417 1.1061 -2.3194
H 1.4074 2.1998 -5.2157
H -0.1483 1.8815 -4.4409
H 1.8991 -0.1659 -5.1827
H 0.3232 -0.4686 -4.4495
```

Summary:
E_HOMO: -2.03 eV
Total charge: -2
E: -76596.9002 eV
Gap between HOMO and LUMO: 6.581 eV



(3)
Molecular formula: C6H14
Method: DFT, ωB97M-V/def2-TZVPD

```
20
C6H14 | the Open Molecules 2025 dataset | ωB97M-V/def2-TZVPD
C 2.5652 0.1045 -0.1715
C 1.2953 -0.7035 0.0873
C -0.0221 0.0772 0.2962
C -0.0658 1.4518 -0.3715
C -1.2042 -0.8041 -0.1353
C -2.5480 -0.3733 0.4419
H 2.7771 0.7888 0.6577
H 3.4222 -0.5695 -0.2786
H 2.5147 0.7027 -1.0876
H 1.1653 -1.4425 -0.7146
H 1.4465 -1.2852 1.0030
H -0.1253 0.2530 1.3789
H -0.9656 1.9957 -0.0634
H 0.7984 2.0568 -0.0773
H -0.0741 1.3765 -1.4668
H -1.0050 -1.8438 0.1576
H -1.2549 -0.8112 -1.2340
H -2.8500 0.6133 0.0744
H -3.3370 -1.0873 0.1828
H -2.4949 -0.3200 1.5356
```

Summary:
E_HOMO: -10.86 eV
E: -6449.2213 eV
Gap between HOMO and LUMO: 12.067 eV
Structure (SMILES): CCC(C)CC



(4)
Molecular formula: C4H5NS
Method: DFT, ωB97M-V/def2-TZVPD

```
11
C4H5NS | the Open Molecules 2025 dataset | ωB97M-V/def2-TZVPD
C -0.2268 -0.0735 0.3586
C 0.7532 0.6829 -1.6492
C 1.4868 -0.6109 -1.2020
C 1.0648 -0.9624 0.0714
H -1.4131 1.2836 -0.9032
H 0.1470 0.4818 -2.6300
H 1.4232 1.5731 -1.7492
H 2.3153 -1.2186 -1.8342
H 1.1390 -1.9625 0.6829
N -0.3909 0.7676 -0.7316
S -1.2090 0.0158 1.6302
```

Summary:
E_HOMO: -8.26 eV
E: -16552.2220 eV
Gap between HOMO and LUMO: 8.551 eV
Structure (SMILES): S=C1C=CCN1



(5)
Molecular formula: C10H12InN2O2
Method: DFT, ωB97M-V/def2-TZVPD

```
27
C10H12InN2O2 | the Open Molecules 2025 dataset | ωB97M-V/def2-TZVPD
In -0.4747 -1.5940 -1.5463
O -0.4747 -1.6212 0.4149
C -0.4747 -0.6698 1.2684
C -0.4747 -0.9745 2.6516
C -0.4747 -0.0139 3.6659
C -0.4747 1.3258 3.3313
C -0.4747 1.6888 1.9854
C -0.4747 0.7230 0.9435
C -0.4747 1.1856 -0.4760
N -0.4747 0.4446 -1.5735
C -0.4747 1.2953 -2.6418
C -0.4747 2.5982 -2.2191
N -0.4747 2.5135 -0.8545
H -0.4747 -2.0275 2.9361
H -0.4747 -0.3311 4.7023
H -0.4747 2.0842 4.1055
H -0.4747 2.7487 1.7668
H -0.4747 0.9134 -3.6527
H -0.4747 3.5405 -2.7436
H -0.4747 3.2915 -0.2183
C 2.0163 -2.9318 -1.5823
O 1.5540 -1.5940 -1.5463
H 3.1023 -2.9397 -1.7030
H 1.5426 -3.4595 -2.4138
H 1.7525 -3.4243 -0.6434
H 1.8084 -1.1781 -2.4105
H -2.2827 -1.5940 -1.5463
```

Summary:
E_HOMO: -10.98 eV
Total charge: +1
E: -22805.7917 eV
Gap between HOMO and LUMO: 6.205 eV



(6)
Molecular formula: C9H12N5
Method: DFT, ωB97M-V/def2-TZVPD

```
26
C9H12N5 | the Open Molecules 2025 dataset | ωB97M-V/def2-TZVPD
C -1.8064 -0.2322 -2.2026
C -2.7743 -1.1218 -1.6832
C -0.6057 -0.1646 -1.5235
C -2.5680 -1.7566 -0.4537
C -0.5128 -0.5787 -0.2072
C -1.4489 -1.4787 0.3477
C 0.7328 -0.4470 0.6938
C 2.0578 1.5646 0.2591
C 0.6783 1.3451 2.2084
N 0.4617 0.1449 1.9578
N -1.2859 -2.1325 1.5579
N 2.9308 2.2065 -0.5239
N 1.8434 0.2744 -0.0032
N 1.4222 2.2151 1.3022
H -1.7465 0.2429 -3.2191
H -3.5869 -1.1769 -2.3470
H 0.3044 0.3342 -1.8529
H -3.2807 -2.4407 -0.2520
H 1.3234 -1.4011 0.9922
H 0.4946 1.8941 3.0419
H -1.7192 -3.0727 1.6107
H 3.1142 1.7782 -1.4565
H 3.1525 3.1670 -0.6101
H 2.1567 -0.3396 -0.7124
H -0.4057 -1.9667 1.9380
H 1.0681 3.1429 1.1378
```

Summary:
E_HOMO: -11.10 eV
Total charge: +1
E: -16970.8652 eV
Gap between HOMO and LUMO: 7.740 eV
Structure (SMILES): NC1=[NH+]C=N[C@@H](c2ccccc2N)N1



(7)
Molecular formula: C28H32N5
Method: DFT, ωB97M-V/def2-TZVPD

```
65
C28H32N5 | the Open Molecules 2025 dataset | ωB97M-V/def2-TZVPD
C 4.8816 -2.6662 0.7316
N 3.4549 -2.8763 0.6472
C 2.4984 -1.9288 0.5486
C 1.2134 -2.5291 0.6019
C 0.0352 -1.8243 0.3197
C -1.2111 -2.5339 0.5405
C -1.4414 -3.6570 -0.2953
C -2.6063 -4.3997 -0.1840
C -3.5543 -4.0602 0.7800
C -4.7746 -4.8999 0.8831
C -3.3032 -3.0084 1.6744
C -2.1870 -2.2008 1.5080
C 1.4841 -3.9862 0.8999
C 0.7577 -5.1264 1.2323
C 1.4320 -6.3654 1.3872
C 2.8343 -6.4621 1.2996
C 3.5880 -5.3232 1.0228
C 2.8837 -4.1378 0.8070
H 5.3504 -3.6482 0.8227
H 5.2717 -2.1713 -0.1621
H 5.1573 -2.0851 1.6190
H 2.6943 -0.8830 0.3183
H 0.0779 -0.7898 -0.0525
H -0.7223 -3.8908 -1.0726
H -2.7753 -5.2600 -0.8381
H -5.4552 -4.4982 1.6424
H -5.2839 -4.9563 -0.0881
H -4.5018 -5.9259 1.1626
H -4.0129 -2.8154 2.4832
H -2.0392 -1.2697 2.0757
H -0.3302 -5.0602 1.3768
H 0.8543 -7.2583 1.6048
H 3.3642 -7.4065 1.4552
H 4.6755 -5.3217 1.0001
C -0.2753 2.8675 2.6478
N -0.4885 3.6788 1.4503
C -0.1594 5.0731 1.6884
C -0.5463 5.9752 0.5499
N -0.3400 5.3553 -0.7263
C -0.2183 6.3139 -1.7604
C -0.4909 5.7392 -3.1322
N -0.0900 4.3629 -3.2985
C -0.1884 3.9868 -4.7038
C -0.1011 3.4902 -2.2372
C 0.0546 2.0607 -2.3502
N -0.0463 1.2466 -1.2714
C -0.2988 1.7428 -0.0576
C -0.4068 3.1315 0.1946
C -0.2956 4.0148 -0.9295
H -0.9854 2.0158 2.6983
H 0.7552 2.4599 2.6916
H -0.4165 3.4900 3.5401
H -0.6593 5.3941 2.6105
H 0.9202 5.1819 1.8857
H -1.6083 6.2643 0.6435
H 0.0523 6.8884 0.5868
H -0.9504 7.1201 -1.5920
H 0.7864 6.7756 -1.7606
H -1.5700 5.8374 -3.3593
H 0.0388 6.3145 -3.8973
H 0.5315 3.2144 -5.0002
H -1.2072 3.6741 -4.9909
H 0.0251 4.8894 -5.2925
H 0.2509 1.6281 -3.3465
H -0.3823 1.0386 0.7671
```

Summary:
E_HOMO: -8.86 eV
Total charge: +1
E: -36998.5853 eV
Gap between HOMO and LUMO: 4.387 eV



(8)
Molecular formula: C39H78Cl12F8O
Method: DFT, ωB97M-V/def2-TZVPD

```
138
C39H78Cl12F8O | the Open Molecules 2025 dataset | ωB97M-V/def2-TZVPD
C -5.0757 -7.6941 -4.9428
C -3.6339 -7.2923 -5.2909
C -3.3738 -7.3084 -6.7999
F -4.2419 -6.6297 -7.5083
F -2.1796 -6.8386 -7.0880
F -3.4075 -6.0490 -4.8809
F -2.7821 -8.1089 -4.6924
O -5.2544 -9.0805 -5.0292
C -6.5772 -9.4907 -5.0873
C -6.5168 -11.0574 -5.0985
F -7.7142 -11.6773 -5.1958
F -5.7228 -11.5987 -6.0128
F -7.2979 -9.0807 -3.9855
F -7.1124 -9.1243 -6.1867
H -5.7973 -7.1582 -5.5594
H -5.2814 -7.4012 -3.9132
H -3.3667 -8.3414 -7.1476
H -6.0848 -11.4354 -4.1719
C -8.3923 -1.5639 -8.6328
C -8.3250 -0.2225 -7.9051
C -7.3977 0.9044 -8.4597
C -8.0075 1.5595 -9.7606
C -7.0707 2.5190 -10.4102
C -6.7269 3.7418 -9.4970
H -9.1039 -2.2594 -8.1878
H -7.4337 -2.0810 -8.6763
H -8.7279 -1.3719 -9.6519
H -9.3494 0.1394 -7.8170
H -8.0067 -0.3322 -6.8684
H -6.3529 0.6353 -8.6148
H -7.3479 1.7194 -7.7376
H -8.4862 0.8236 -10.4066
H -8.8718 2.1488 -9.4543
H -6.1597 2.0430 -10.7731
H -7.6164 2.8369 -11.2987
H -7.6512 4.1110 -9.0526
H -5.9567 3.4658 -8.7768
H -6.3998 4.6192 -10.0550
C -4.2489 -2.4264 5.0093
C -3.2211 -2.2307 6.1267
C -1.8443 -1.8375 5.6091
C -0.6592 -2.1201 6.5039
C 0.6534 -1.8249 5.7836
C 1.8760 -2.2406 6.5842
H -4.1604 -3.3067 4.3725
H -4.5013 -1.5295 4.4438
H -5.2241 -2.6410 5.4463
H -3.5043 -1.6418 6.9991
H -3.1478 -3.2507 6.5039
H -1.8424 -0.7799 5.3454
H -1.6062 -2.3387 4.6709
H -0.6860 -1.5217 7.4145
H -0.7172 -3.1689 6.7949
H 0.6409 -2.4005 4.8581
H 0.6039 -0.7591 5.5605
H 1.8342 -1.8870 7.6145
H 2.0210 -3.3112 6.7290
H 2.7992 -1.9958 6.0589
C 2.0250 1.0512 0.5681
C 0.7511 0.2944 0.1259
C 0.1959 0.7244 -1.2559
C -1.2346 0.1767 -1.6361
C -2.3626 0.6971 -0.7356
C -3.6729 0.1606 -1.2697
H 1.9080 2.1249 0.4210
H 2.9261 0.7767 0.0197
H 2.3029 0.8867 1.6092
H 1.0157 -0.7629 0.1138
H 0.0328 0.5155 0.9153
H 0.8636 0.5450 -2.0986
H 0.1003 1.8087 -1.1993
H -1.5332 0.6138 -2.5889
H -1.3027 -0.9041 -1.7603
H -2.2918 0.4505 0.3237
H -2.4563 1.7823 -0.7768
H -4.4909 0.4614 -0.6152
H -3.8932 0.5773 -2.2526
H -3.6270 -0.9279 -1.3039
C 7.9698 5.5546 9.5307
C 6.4499 5.6950 9.4690
C 5.8936 4.6021 8.5265
C 4.3783 4.7019 8.3635
C 3.6944 4.1872 9.6568
C 2.1676 4.0786 9.4719
H 8.3840 5.2315 8.5756
H 8.1849 4.7979 10.2851
H 8.3843 6.5277 9.7942
H 6.0668 5.5977 10.4848
H 6.1794 6.6959 9.1325
H 6.2166 3.5995 8.8065
H 6.4023 4.7268 7.5706
H 4.0719 5.7302 8.1716
H 4.0494 4.1582 7.4778
H 4.0605 3.1849 9.8792
H 3.8192 4.8119 10.5413
H 1.9354 3.5308 8.5587
H 1.7673 3.4336 10.2541
H 1.6295 5.0255 9.4275
C 4.5319 9.1457 -4.6226
C 4.8747 8.2708 -3.4585
C 4.5251 8.8568 -2.0859
C 5.2516 8.0802 -0.9108
C 4.9360 8.6118 0.4835
C 5.8315 8.0883 1.6582
H 3.4789 9.3302 -4.8349
H 4.9547 8.6954 -5.5207
H 4.9976 10.1311 -4.6081
H 4.3277 7.3294 -3.5107
H 5.9172 7.9800 -3.5876
H 3.4470 8.6975 -2.0669
H 4.7160 9.9297 -2.0622
H 4.8760 7.0593 -0.9808
H 6.3269 8.0127 -1.0759
H 5.1227 9.6833 0.4108
H 3.8819 8.5091 0.7410
H 6.8534 8.4548 1.5611
H 5.3866 8.4607 2.5810
H 5.7334 7.0112 1.7936
C -2.0176 -7.9808 1.2120
Cl -3.3290 -8.9890 0.6523
Cl -1.9068 -8.1953 2.9829
Cl -2.1022 -6.2630 0.6250
H -1.0912 -8.4423 0.8700
C 4.2667 -7.5740 3.7709
Cl 5.7008 -7.3635 4.7271
Cl 4.2382 -9.1397 2.9234
Cl 4.0563 -6.2373 2.7065
H 3.4136 -7.6225 4.4475
C 3.0726 -3.8501 -3.4784
Cl 2.4726 -3.2839 -5.0233
Cl 4.6454 -3.2149 -2.9302
Cl 3.1391 -5.5983 -3.4996
H 2.2878 -3.5488 -2.7846
C 11.2124 -1.0747 2.9170
Cl 9.5480 -0.6421 2.5969
Cl 11.8865 0.0903 4.1460
Cl 12.1425 -1.1334 1.4622
H 11.1714 -2.0560 3.3898
```

Summary:
E_HOMO: -10.44 eV
E: -215762.7004 eV
Gap between HOMO and LUMO: 10.419 eV
Structure (SMILES): FC(F)C(F)(F)COC(F)(F)C(F)F.ClC(Cl)Cl.ClC(Cl)Cl.ClC(Cl)Cl.ClC(Cl)Cl.CCCCCC.CCCCCC.CCCCCC.CCCCCC.CCCCCC